Record 1
7 unconnected molecules or ions with the total composition C50H83FO15. Source: the OMol25 dataset; level of theory: the ωB97M-V functional and the def2-TZVPD basis.

```
! RIJCOSX wB97M-V def2-TZVPD def2/J DEFGRID3
* xyz 0 1
C -3.414 -1.399 -6.617
C -4.541 -1.709 -5.614
C -4.932 -0.518 -4.707
C -4.963 -0.866 -3.212
C -3.738 -0.351 -2.432
C -3.215 -1.312 -1.356
C -2.584 -0.593 -0.163
C -1.759 -1.570 0.681
C -0.734 -1.027 1.648
C 0.107 -1.856 2.287
C 0.096 -3.349 2.118
C 0.482 -3.836 0.750
C -0.258 -4.824 0.141
C 0.066 -5.277 -1.135
C 1.147 -4.753 -1.822
C 1.497 -5.244 -3.196
C 1.902 -3.756 -1.191
C 1.577 -3.306 0.069
C 1.130 -1.323 3.242
O 2.121 -1.965 3.505
C 0.888 -0.005 3.879
C 1.627 0.396 5.112
C 2.657 1.480 4.831
O 3.643 0.942 3.978
C 4.886 1.625 4.009
C 5.589 1.493 2.659
C 0.018 0.779 3.253
F -0.294 2.002 3.699
C -0.607 0.430 1.944
O -0.937 1.323 1.199
H -3.796 -1.338 -7.634
H -2.646 -2.165 -6.627
H -2.936 -0.444 -6.409
H -4.245 -2.557 -4.999
H -5.419 -2.024 -6.176
H -4.227 0.291 -4.891
H -5.923 -0.175 -5.000
H -5.877 -0.487 -2.757
H -4.992 -1.951 -3.104
H -2.944 -0.185 -3.160
H -3.949 0.615 -1.969
H -2.447 -1.944 -1.811
H -4.008 -1.996 -1.041
H -3.373 -0.142 0.439
H -1.942 0.179 -0.570
H -1.271 -2.270 0.004
H -2.450 -2.179 1.275
H 0.764 -3.780 2.860
H -0.910 -3.712 2.338
H -1.114 -5.246 0.640
H -0.537 -6.058 -1.579
H 0.739 -5.934 -3.560
H 2.451 -5.772 -3.208
H 1.565 -4.424 -3.911
H 2.754 -3.338 -1.711
H 2.178 -2.534 0.532
H 2.139 -0.463 5.539
H 0.938 0.780 5.866
H 3.096 1.858 5.757
H 2.160 2.323 4.340
H 4.760 2.677 4.263
H 5.513 1.182 4.788
H 6.491 0.891 2.729
H 5.892 2.474 2.295
H 4.917 1.062 1.921
O 5.359 4.288 6.103
C 4.538 5.013 6.594
O 3.250 4.608 6.582
C 2.196 5.357 7.196
C 1.671 6.448 6.286
C 4.893 6.378 7.132
H 2.515 5.743 8.165
H 1.418 4.620 7.389
H 2.436 7.189 6.055
H 0.830 6.958 6.757
H 1.334 6.020 5.342
H 4.955 7.067 6.289
H 5.873 6.309 7.597
H 4.192 6.775 7.860
O -0.691 -1.816 -8.495
C 0.245 -1.722 -7.748
O 0.007 -1.653 -6.425
C 1.051 -1.662 -5.442
C 1.658 -0.294 -5.228
C 1.666 -1.617 -8.255
H 1.806 -2.408 -5.698
H 0.559 -2.007 -4.533
H 2.143 0.081 -6.127
H 2.408 -0.329 -4.440
H 0.882 0.417 -4.941
H 1.845 -0.583 -8.549
H 1.751 -2.249 -9.136
H 2.426 -1.907 -7.536
O -2.602 -5.567 2.819
C -3.516 -5.128 3.467
O -4.752 -5.586 3.231
C -5.886 -5.200 4.023
C -6.467 -3.876 3.578
C -3.292 -4.025 4.481
H -5.628 -5.210 5.084
H -6.607 -6.000 3.866
H -5.751 -3.063 3.707
H -7.363 -3.638 4.151
H -6.741 -3.913 2.527
H -3.251 -3.076 3.946
H -2.329 -4.199 4.954
H -4.051 -3.958 5.255
O -8.721 -2.523 1.873
C -8.416 -1.436 1.463
O -7.259 -1.319 0.783
C -6.865 -0.114 0.118
C -6.201 0.882 1.042
C -9.253 -0.210 1.745
H -7.717 0.321 -0.408
H -6.160 -0.444 -0.641
H -6.873 1.220 1.831
H -5.872 1.753 0.473
H -5.329 0.435 1.520
H -9.015 0.142 2.748
H -10.298 -0.508 1.723
H -9.111 0.606 1.043
O 4.405 8.228 4.625
C 4.019 7.522 3.733
O 2.795 6.971 3.840
C 2.183 6.195 2.802
C 2.657 4.760 2.834
C 4.890 7.192 2.543
H 2.326 6.661 1.826
H 1.119 6.245 3.024
H 3.726 4.676 2.636
H 2.123 4.160 2.097
H 2.476 4.341 3.823
H 5.571 6.392 2.833
H 5.476 8.075 2.302
H 4.345 6.884 1.655
O 4.600 1.039 -5.734
C 5.240 0.607 -6.651
O 4.850 -0.563 -7.205
C 5.463 -1.108 -8.379
C 6.717 -1.894 -8.060
C 6.484 1.301 -7.155
H 5.643 -0.324 -9.115
H 4.705 -1.768 -8.798
H 7.489 -1.264 -7.620
H 7.119 -2.345 -8.968
H 6.490 -2.688 -7.349
H 7.312 1.032 -6.500
H 6.320 2.373 -7.081
H 6.754 1.064 -8.180
*
```

Properties
DFT total energy ... -3183.4325 hartree
SMILES ... CCCCCCCCC1=C(Cc2ccc(C)cc2)C(=O)C(CCOCC)=C(F)C1=O.CCOC(C)=O.CCOC(C)=O.CCOC(C)=O.CCOC(C)=O.CCOC(C)=O.CCOC(C)=O

Record 2
15 unconnected molecules or ions with the total composition C50H89BN3O26S7. Source: the OMol25 dataset; level of theory: the ωB97M-V functional and the def2-TZVPD basis.

```
! RIJCOSX wB97M-V def2-TZVPD def2/J DEFGRID3
* xyz 0 2
O 1.411 0.261 2.177
C 0.502 0.162 1.403
O 0.612 -0.155 0.147
B -0.720 -0.152 -0.542
O -1.666 0.210 0.575
C -0.938 0.510 1.667
O -1.343 0.881 2.727
O -1.088 -1.398 -1.215
C -1.587 -1.056 -2.343
O -2.154 -1.801 -3.129
C -1.289 0.405 -2.673
O -0.705 0.848 -1.559
O -1.471 1.057 -3.688
C 1.224 -3.470 1.324
C 2.556 -3.350 2.022
O 2.728 -3.716 3.183
C 3.637 -2.719 1.173
H 0.958 -4.427 0.874
H 1.226 -2.742 0.513
H 0.386 -3.058 1.886
H 3.397 -1.656 1.202
H 3.653 -3.005 0.122
H 4.637 -2.762 1.604
C 2.924 -1.275 -2.123
C 3.887 -0.818 -3.227
O 3.453 -0.740 -4.329
C 5.390 -0.539 -2.855
H 3.109 -2.332 -1.930
H 1.893 -1.217 -2.473
H 3.098 -0.666 -1.236
H 5.805 -1.506 -2.569
H 5.607 0.154 -2.042
H 5.898 -0.155 -3.740
C 4.559 1.861 1.617
C 3.779 2.511 0.469
O 4.219 2.391 -0.684
C 2.579 3.398 0.805
H 5.574 1.551 1.369
H 4.108 0.965 2.043
H 4.691 2.555 2.447
H 1.919 2.964 1.557
H 2.017 3.781 -0.047
H 2.975 4.285 1.300
C -2.763 3.729 1.459
C -2.928 4.842 0.426
O -3.736 5.802 0.558
C -2.037 4.668 -0.736
H -2.538 2.841 0.868
H -3.744 3.505 1.879
H -1.965 3.851 2.192
H -2.305 3.751 -1.261
H -0.962 4.648 -0.562
H -2.152 5.472 -1.464
C -4.383 0.806 3.694
C -4.872 0.390 5.069
N -5.265 0.034 6.106
H -5.223 1.202 3.122
H -4.025 0.004 3.048
H -3.605 1.543 3.891
C 0.326 -2.636 -5.159
C -0.734 -2.996 -6.115
N -1.668 -3.285 -6.840
H 0.425 -3.464 -4.458
H 0.090 -1.641 -4.781
H 1.259 -2.550 -5.714
C -3.921 -0.498 -5.513
C -4.699 0.707 -5.257
N -5.283 1.657 -5.073
H -4.421 -1.286 -4.950
H -2.878 -0.420 -5.209
H -3.888 -0.795 -6.562
C 5.209 1.457 5.825
C 4.104 0.464 6.220
C 3.944 -0.623 5.086
S 5.693 -0.965 4.533
O 5.726 -0.705 3.085
O 6.074 -2.262 5.113
C 6.364 0.483 5.499
H 5.524 2.059 6.678
H 4.907 2.109 5.005
H 3.155 0.989 6.332
H 4.215 -0.046 7.177
H 3.392 -0.395 4.175
H 3.420 -1.530 5.387
H 7.230 1.011 5.099
H 6.761 0.029 6.408
C -2.868 -3.857 1.699
C -3.659 -5.179 1.878
C -4.789 -4.925 2.930
S -4.918 -3.021 3.189
O -4.094 -2.607 4.279
O -6.304 -2.601 3.022
C -3.952 -2.774 1.661
H -2.346 -3.799 0.744
H -2.154 -3.699 2.507
H -2.991 -5.926 2.308
H -4.050 -5.510 0.916
H -5.051 -5.341 3.903
H -5.690 -5.193 2.378
H -3.574 -1.753 1.634
H -4.640 -3.007 0.848
C 1.209 3.699 -3.228
C 2.336 4.758 -3.017
C 3.382 4.606 -4.171
S 2.732 3.413 -5.372
O 3.921 2.707 -5.896
O 1.722 3.970 -6.256
C 1.871 2.474 -3.978
H 0.391 4.083 -3.838
H 0.867 3.388 -2.241
H 2.872 4.562 -2.088
H 1.964 5.780 -3.085
H 4.248 4.124 -3.716
H 3.852 5.458 -4.663
H 2.609 2.042 -3.302
H 1.188 1.749 -4.422
C -1.887 -0.591 7.036
C -0.947 0.117 6.029
C -0.270 -1.081 5.249
S 0.100 -2.351 6.543
O 1.418 -2.128 7.042
O -0.248 -3.660 6.052
C -1.114 -1.657 7.703
H -2.756 -0.992 6.515
H -2.362 0.055 7.775
H -0.093 0.566 6.536
H -1.390 0.866 5.373
H 0.539 -0.867 4.551
H -0.979 -1.579 4.588
H -0.439 -1.234 8.448
H -1.695 -2.480 8.118
C 1.312 3.163 4.604
C 2.164 4.299 5.178
C 2.192 5.544 4.197
S 0.427 5.545 3.536
O 0.362 5.450 2.085
O -0.353 6.544 4.249
C -0.014 3.879 4.239
H 1.269 2.254 5.204
H 1.739 2.788 3.674
H 3.191 3.971 5.343
H 1.744 4.690 6.105
H 2.757 5.148 3.353
H 2.575 6.505 4.541
H -0.806 3.328 3.732
H -0.547 4.255 5.112
C -4.484 -4.184 -4.608
C -3.455 -5.093 -3.896
C -4.181 -5.940 -2.830
S -5.735 -4.984 -2.489
O -5.730 -4.483 -1.092
O -6.897 -5.607 -3.034
C -5.365 -3.534 -3.583
H -5.038 -4.797 -5.319
H -4.002 -3.453 -5.257
H -2.653 -4.517 -3.434
H -2.933 -5.739 -4.602
H -3.662 -5.957 -1.872
H -4.538 -6.933 -3.105
H -4.819 -2.777 -3.020
H -6.258 -3.085 -4.017
C -1.090 0.957 -8.000
C -0.053 0.890 -6.941
C 1.329 0.702 -7.631
S 0.968 -0.596 -8.892
O 1.169 -1.898 -8.248
O 1.570 -0.183 -10.155
C -0.925 -0.196 -8.903
H -0.886 1.871 -8.558
H -2.104 1.107 -7.631
H -0.333 0.067 -6.283
H -0.298 1.709 -6.264
H 2.120 0.228 -7.049
H 1.666 1.604 -8.142
H -1.441 -1.113 -8.617
H -1.189 -0.028 -9.947
*
```

Properties
<S²> ... 0.758
DFT total energy ... -6891.0959 hartree

Record 3
5 unconnected molecules or ions with the total composition C50H93F3N6O7. Source: the OMol25 dataset; level of theory: the ωB97M-V functional and the def2-TZVPD basis.

```
! RIJCOSX wB97M-V def2-TZVPD def2/J DEFGRID3
* xyz 0 5
C 3.349 -3.655 0.886
C 2.950 -5.178 1.357
C 1.379 -5.299 1.926
C 1.549 -4.619 3.396
C -0.027 -3.976 3.923
C 0.065 -2.928 5.305
O -0.215 -2.432 3.762
C 1.222 -6.964 1.900
C 0.437 -7.707 3.120
C -0.796 -8.692 2.686
N -2.015 -8.563 3.327
N 0.844 -7.182 0.460
C 0.612 -5.901 -0.355
O 0.677 -5.678 -1.668
C 0.193 -4.869 0.895
O 0.208 -3.571 0.208
C -1.363 -5.328 1.135
C -2.360 -4.028 1.348
C -3.170 -3.559 0.005
F -4.364 -2.774 0.497
F -3.725 -4.664 -0.815
F -2.409 -2.601 -0.865
H 3.259 -3.507 -0.273
H 4.413 -3.419 1.327
H 2.610 -2.874 1.400
H 3.223 -6.019 0.589
H 3.618 -5.402 2.321
H 2.233 -3.673 3.450
H 1.768 -5.424 4.237
H -1.023 -4.735 3.837
H -0.994 -2.509 5.572
H 1.003 -2.226 5.320
H 2.334 -7.375 2.044
H -0.015 -6.932 3.906
H 1.210 -8.373 3.734
H -0.578 -9.510 1.856
H -1.991 -7.806 4.050
H 0.265 -8.009 0.204
H 0.368 -2.804 0.833
H -1.739 -5.942 0.199
H -1.516 -6.013 2.083
H -3.183 -4.318 2.161
H -1.817 -3.075 1.777
C -5.959 0.809 2.572
C -4.615 0.544 3.309
C -4.361 -0.986 3.315
C -5.337 -1.722 4.237
C -5.339 -1.139 5.645
C -5.436 0.411 5.723
N -4.605 1.117 4.696
O -3.272 1.097 5.153
C -6.903 0.895 5.576
C -5.076 0.822 7.193
C -3.579 1.271 2.394
H -5.845 0.669 1.489
H -6.761 0.127 2.854
H -6.307 1.836 2.728
H -3.336 -1.205 3.632
H -4.457 -1.391 2.300
H -6.348 -1.711 3.824
H -5.049 -2.784 4.286
H -6.168 -1.593 6.210
H -4.421 -1.474 6.139
H -6.951 1.987 5.564
H -7.517 0.553 6.419
H -7.404 0.517 4.686
H -4.112 0.411 7.518
H -5.822 0.447 7.904
H -5.036 1.912 7.305
H -3.850 2.325 2.264
H -3.552 0.813 1.394
H -2.548 1.231 2.767
C 4.388 1.995 -0.739
C 3.564 0.767 -0.258
C 2.710 0.260 -1.450
C 1.584 1.236 -1.800
C 0.724 1.572 -0.586
C 1.511 1.942 0.703
N 2.716 1.085 0.940
O 2.261 -0.137 1.472
C 1.967 3.425 0.682
C 0.489 1.907 1.893
C 4.678 -0.267 0.102
H 5.212 1.681 -1.393
H 3.818 2.705 -1.338
H 4.835 2.534 0.104
H 2.278 -0.720 -1.225
H 3.343 0.116 -2.335
H 1.983 2.151 -2.242
H 0.949 0.783 -2.578
H 0.043 2.393 -0.856
H 0.086 0.704 -0.389
H 2.576 3.657 1.559
H 1.104 4.104 0.698
H 2.529 3.700 -0.211
H -0.053 0.954 1.950
H -0.275 2.685 1.783
H 0.989 2.072 2.854
H 5.375 0.154 0.835
H 5.262 -0.537 -0.790
H 4.295 -1.213 0.505
C -5.847 0.053 -6.903
C -5.235 0.743 -5.650
C -3.691 0.629 -5.741
C -3.213 -0.810 -5.532
C -3.753 -1.407 -4.237
C -5.274 -1.199 -3.994
N -5.763 0.166 -4.369
O -5.395 1.041 -3.328
C -6.120 -2.246 -4.767
C -5.554 -1.561 -2.493
C -5.689 2.227 -5.827
H -5.701 0.670 -7.799
H -5.388 -0.904 -7.151
H -6.927 -0.099 -6.790
H -3.213 1.276 -5.000
H -3.342 0.980 -6.721
H -3.489 -1.441 -6.380
H -2.112 -0.820 -5.502
H -3.516 -2.482 -4.221
H -3.186 -0.962 -3.412
H -7.188 -2.049 -4.644
H -5.931 -3.260 -4.391
H -5.898 -2.290 -5.832
H -4.905 -1.009 -1.802
H -5.370 -2.624 -2.300
H -6.596 -1.354 -2.220
H -6.780 2.290 -5.919
H -5.257 2.662 -6.740
H -5.381 2.888 -5.007
C 9.467 6.885 -2.921
C 8.643 5.657 -2.439
C 7.790 5.150 -3.631
C 6.663 6.126 -3.981
C 5.804 6.461 -2.767
C 6.590 6.832 -1.478
N 7.796 5.975 -1.242
O 7.340 4.753 -0.709
C 7.046 8.315 -1.500
C 5.568 6.796 -0.289
C 9.757 4.622 -2.079
H 10.291 6.570 -3.575
H 8.897 7.595 -3.520
H 9.915 7.424 -2.078
H 7.358 4.170 -3.406
H 8.422 5.006 -4.516
H 7.062 7.041 -4.423
H 6.028 5.673 -4.759
H 5.122 7.283 -3.037
H 5.165 5.594 -2.570
H 7.656 8.546 -0.622
H 6.183 8.993 -1.483
H 7.608 8.589 -2.392
H 5.027 5.844 -0.231
H 4.804 7.575 -0.399
H 6.069 6.962 0.673
H 10.454 5.044 -1.346
H 10.342 4.353 -2.971
H 9.374 3.677 -1.677
*
```

Properties
<S²> ... 6.019
DFT total energy ... -3114.9930 hartree

Question: Among the records above, which one has the highest DFT total energy?
Answer: C50H93F3N6O7

Question: Look up the DFT total energy of the third one.
Answer: -3114.9930 hartree

Question: DFT total energy of number 3 (C50H93F3N6O7)?
Answer: -3114.9930 hartree

Question: DFT total energy of number 2 (C50H89BN3O26S7)?
Answer: -6891.0959 hartree